# 1
Entry from OMol25: a 11-piece molecular cluster, C46H132N19O21P7 overall (wB97M-V/def2-TZVPD).

Each line ends with the Löwdin spin population.
Positions of all 225 atoms, in Å:
P (-3.822, 0.814, -5.140)  0.000
P (3.695, 6.238, 0.135)  0.000
P (-2.410, 2.619, 5.118)  0.000
P (-0.501, -7.060, -7.049)  0.000
P (4.708, -5.906, -0.185)  0.000
P (0.394, -0.206, 0.028)  0.000
P (-5.723, 5.540, 1.875)  0.000
O (-5.685, 6.189, 3.355)  0.000
O (2.691, 6.561, -1.022)  0.000
O (0.254, 1.181, -0.466)  0.000
O (1.801, -0.396, 0.825)  0.000
O (3.553, -3.171, -4.719)  0.000
O (3.773, 1.926, 5.565)  0.283
O (-2.218, -5.285, 3.620)  0.000
O (-2.993, 2.105, 3.868)  0.000
O (-6.893, 5.800, 0.990)  0.000
O (2.001, -1.787, 4.933)  0.000
O (3.653, 3.866, 4.597)  0.225
O (-0.714, -5.827, 2.256)  0.000
O (-5.368, 4.020, 2.161)  0.000
O (5.586, -5.114, -1.098)  0.000
O (4.513, -1.249, -4.525)  0.000
O (-3.605, -0.115, -6.239)  0.000
O (0.513, -1.384, -1.078)  0.000
O (-4.331, 6.173, 1.340)  0.000
O (1.693, -3.983, 5.086)  0.000
O (-1.430, -7.931, -7.819)  0.000
O (-0.835, -0.724, 0.969)  0.000
N (-0.214, -5.494, -7.748)  0.000
N (4.291, 2.772, 4.855)  0.419
N (-1.132, 1.655, 5.853)  0.000
N (2.992, -5.947, -0.487)  0.000
N (1.070, -7.678, -6.941)  0.000
N (-1.401, -4.978, 2.771)  0.000
N (5.152, 7.198, 0.171)  0.000
N (-4.361, 2.344, -5.742)  0.000
N (-1.037, -6.876, -5.431)  0.000
N (2.085, -2.867, 5.507)  0.000
N (5.199, -7.549, 0.002)  0.000
N (3.064, 6.611, 1.759)  0.000
N (3.955, -2.287, -3.987)  0.000
N (-3.599, 2.797, 6.394)  0.000
N (-4.890, 0.364, -3.919)  0.000
N (-2.403, 1.210, -4.257)  0.000
N (-1.630, 4.131, 5.008)  0.000
N (4.930, -5.328, 1.411)  0.000
N (4.128, 4.576, 0.234)  0.000
C (-0.652, -1.786, -1.707)  0.000
C (-2.495, 1.887, -2.946)  0.000
C (6.126, 6.993, 1.249)  0.000
C (3.778, -2.322, -2.513)  0.000
C (1.950, 5.818, 2.181)  0.001
C (-4.472, 3.615, -5.014)  0.000
C (5.485, 8.195, -0.845)  0.000
C (1.341, -8.993, -7.521)  0.000
C (5.357, -6.147, 2.456)  0.000
C (1.918, -5.831, 0.499)  0.000
C (2.596, 0.684, 1.275)  0.000
C (-1.815, 0.239, 1.543)  0.000
C (2.419, 0.971, 2.750)  0.001
C (5.688, 2.699, 4.310)  0.031
C (-2.773, 4.903, 0.093)  0.000
C (-1.184, -4.405, -7.531)  0.000
C (5.262, -3.820, 1.581)  0.000
C (4.779, 4.022, 1.389)  0.001
C (2.712, 8.058, 1.939)  0.000
C (-7.627, 7.297, 4.227)  0.000
C (0.730, -5.230, -8.889)  0.000
C (-1.300, -3.601, 2.368)  0.000
C (-2.032, -7.843, -4.885)  0.000
C (-0.403, 2.082, 7.078)  0.000
C (-3.306, 3.339, 7.686)  0.000
C (4.401, -8.612, 0.562)  0.000
C (-5.854, 2.923, 0.033)  0.000
C (6.567, -7.871, -0.322)  0.000
C (2.557, -6.409, -1.836)  0.000
C (-6.693, 6.037, 4.270)  0.000
C (-2.743, 0.831, 0.450)  0.000
C (-3.896, 5.850, 0.035)  0.000
C (-4.964, 2.383, 6.176)  0.000
C (-4.261, 2.618, -7.188)  0.000
C (-6.016, 2.977, 1.546)  0.000
C (-1.101, 0.239, 5.633)  0.000
C (-6.263, 0.076, -4.490)  0.000
C (-0.348, 4.278, 4.298)  0.000
C (-0.356, -3.125, -2.329)  0.000
C (1.965, -7.449, -5.798)  0.000
C (-0.505, -5.766, -4.637)  0.000
C (-2.496, 5.335, 4.846)  0.000
C (3.061, -2.783, 6.712)  0.000
C (-1.051, 1.103, -4.869)  0.000
C (4.017, 3.661, -0.947)  0.000
C (-4.564, -0.687, -3.000)  0.000
H (-2.897, 0.217, -0.437)  0.000
H (-0.311, -3.221, 2.624)  0.000
H (-4.903, 3.444, -4.027)  0.000
H (-1.021, -1.072, -2.443)  0.000
H (-0.607, 3.152, 7.036)  0.000
H (0.513, -5.468, -4.888)  0.000
H (6.010, -3.551, 2.326)  0.000
H (7.285, -7.203, 0.155)  0.000
H (-3.286, 3.037, -7.438)  0.000
H (-2.393, 2.958, -3.119)  0.000
H (-1.658, 1.467, -2.388)  0.000
H (-7.763, 7.387, 3.149)  0.000
H (-1.916, 6.255, 4.769)  0.000
H (6.772, -8.838, 0.138)  0.000
H (4.287, -8.535, 1.644)  0.000
H (-2.032, 5.347, 0.758)  0.000
H (-3.526, 4.154, -4.959)  0.000
H (3.431, -8.576, 0.066)  0.000
H (-1.483, -3.521, 1.297)  0.000
H (-2.885, 2.540, 8.296)  0.000
H (1.371, -4.394, -8.610)  0.000
H (2.270, -5.336, 1.404)  0.000
H (-0.884, 0.163, -5.395)  0.000
H (2.529, 1.592, 0.675)  0.000
H (4.122, 3.471, 2.062)  0.000
H (2.052, -6.406, -5.493)  0.000
H (5.848, -5.631, 3.281)  0.000
H (5.226, 4.717, 2.101)  0.000
H (-1.518, -0.060, 4.672)  0.000
H (-2.938, 3.939, 0.574)  0.000
H (-6.265, 6.078, 5.271)  0.000
H (4.597, -1.902, -1.929)  0.000
H (-7.154, 0.094, -3.862)  0.000
H (-5.380, 3.029, 5.404)  0.000
H (-5.751, 1.972, 1.875)  0.000
H (3.624, 0.322, 1.255)  0.000
H (2.902, -1.763, 7.062)  0.000
H (-0.088, -0.150, 5.534)  0.000
H (1.299, -6.151, -9.011)  0.000
H (-6.110, 3.750, -0.628)  0.000
H (2.829, -1.884, -2.202)  0.000
H (0.106, -5.192, -9.781)  0.000
H (-1.016, 1.954, -5.548)  0.000
H (2.846, 1.945, 2.988)  0.000
H (-2.389, 4.623, -0.888)  0.000
H (5.790, 2.202, 3.346)  0.016
H (0.811, -9.094, -8.469)  0.000
H (4.426, -3.214, 1.930)  0.000
H (-4.762, 5.502, -0.526)  0.000
H (4.052, -2.840, 6.263)  0.000
H (-1.480, -3.858, -8.426)  0.000
H (-3.408, 1.746, -2.368)  0.000
H (-4.801, -1.665, -3.418)  0.000
H (0.925, -9.714, -6.818)  0.000
H (6.474, 7.934, -1.223)  0.000
H (1.715, 8.206, 2.353)  0.000
H (-0.520, -6.257, -3.664)  0.000
H (3.428, 8.365, 2.702)  0.000
H (-7.141, 8.183, 4.638)  0.000
H (-0.267, 1.261, -4.128)  0.000
H (-4.976, 1.353, 5.820)  0.000
H (1.554, -6.817, 0.788)  0.000
H (-4.967, 3.421, -7.398)  0.000
H (1.181, 5.811, 1.408)  0.000
H (-1.523, -1.992, -1.085)  0.000
H (2.287, 4.785, 2.102)  0.001
H (4.808, 8.091, -1.692)  0.000
H (-1.996, -4.875, -6.976)  0.000
H (6.395, 2.199, 4.972)  0.009
H (2.985, 3.836, -1.249)  0.000
H (2.767, 8.568, 0.977)  0.000
H (1.840, -5.701, -2.250)  0.000
H (2.987, -3.609, 7.420)  0.000
H (5.655, -3.304, 0.705)  0.000
H (-1.724, -8.805, -4.476)  0.000
H (6.749, -7.769, -1.391)  0.000
H (1.603, 5.791, 3.214)  0.000
H (0.661, 1.865, 6.981)  0.000
H (2.087, -7.377, -1.662)  0.000
H (-5.247, -0.653, -2.151)  0.000
H (2.922, -7.881, -6.091)  0.000
H (-4.523, 1.694, -7.704)  0.000
H (-2.537, -0.384, 2.070)  0.000
H (1.347, 0.981, 2.945)  0.000
H (1.219, -5.084, 0.122)  0.000
H (-2.167, -3.154, 2.855)  0.000
H (4.734, 4.049, -1.670)  0.000
H (-2.754, -8.063, -5.672)  0.000
H (-7.090, 3.043, 1.723)  0.000
H (-6.334, 2.002, -0.301)  0.000
H (-3.527, -0.541, -2.700)  0.000
H (6.689, 6.069, 1.125)  0.000
H (-1.620, -0.295, 6.429)  0.000
H (3.420, -6.528, -2.491)  0.000
H (6.900, 7.753, 1.357)  0.000
H (2.879, 0.283, 3.459)  0.001
H (-2.503, 4.064, 7.555)  0.000
H (-5.686, 2.643, 6.950)  0.000
H (-4.785, 2.911, -0.176)  0.000
H (-1.262, 0.935, 2.173)  0.000
H (-3.086, 5.189, 3.940)  0.000
H (-7.312, 5.169, 4.042)  0.000
H (-2.054, 1.639, 0.202)  0.000
H (4.498, -6.579, 2.970)  0.000
H (0.418, 4.548, 5.025)  0.000
H (-8.546, 7.201, 4.805)  0.000
H (1.743, -7.999, -4.883)  0.000
H (-4.198, 3.851, 8.048)  0.000
H (-5.154, 4.318, -5.490)  0.000
H (4.790, -9.608, 0.351)  0.000
H (5.956, 3.753, 4.232)  0.006
H (2.404, -9.218, -7.610)  0.000
H (5.555, 6.964, 2.177)  0.000
H (-2.517, -7.480, -3.978)  0.000
H (0.054, 3.269, 4.210)  0.000
H (5.674, 9.200, -0.467)  0.000
H (-6.313, -0.754, -5.194)  0.000
H (-3.765, 1.153, 0.649)  0.000
H (-3.299, 5.380, 5.582)  0.000
H (5.631, 3.387, 1.147)  0.001
H (-0.476, 4.893, 3.407)  0.000
H (-1.105, -3.392, -3.074)  0.000
H (-1.288, -5.011, -4.562)  0.000
H (6.109, -6.853, 2.104)  0.000
H (3.717, -3.390, -2.308)  0.000
H (0.442, -2.940, -3.047)  0.000
H (-0.136, -3.869, -1.563)  0.000
H (-6.350, 0.936, -5.154)  0.000
H (-3.644, 6.838, -0.353)  0.000
H (-0.734, 1.614, 8.005)  0.000
H (4.273, 2.635, -0.679)  0.000
H (-0.767, -3.648, -6.867)  0.000

Output
HOMO-LUMO gap (spin up / spin down) = 3.124 / 6.267 eV
<S²> = 0.75
E = -186169.0584 eV
charge = -1
2S+1 = 2


# 2
Entry from OMol25: a 2-piece molecular cluster, C3H10N2O3 overall (wB97M-V/def2-TZVPD).

Each line ends with the Löwdin spin population.
Positions of all 18 atoms, in Å:
O (-2.721, -0.866, 0.474)  0.026
O (-0.706, -1.089, -0.503)  0.006
O (0.846, 0.022, -3.079)  0.002
N (-0.843, -0.017, 1.467)  0.121
N (2.456, 1.540, 0.437)  0.504
C (0.604, 0.132, 1.497)  0.103
C (1.306, 0.754, 0.198)  0.132
C (-1.534, -0.782, 0.528)  0.008
H (0.850, 0.837, 2.283)  0.002
H (3.228, 1.367, -0.198)  0.017
H (0.144, 0.036, -2.432)  0.001
H (2.240, 2.527, 0.518)  0.011
H (-1.322, 0.606, 2.088)  0.002
H (0.512, 0.016, -3.988)  0.000
H (1.575, -0.197, -0.301)  0.005
H (0.556, 1.367, -0.386)  0.042
H (1.176, -0.727, 1.905)  0.018
H (-1.172, -1.674, -1.119)  0.000

Output
HOMO-LUMO gap (spin up / spin down) = 11.557 / 5.462 eV
<S²> = 0.76
E = -12386.9086 eV
charge = +1
2S+1 = 2


- What is the charge in the second record?
  +1